44
Properties=species:S:1:pos:R:3:forces:R:3 method="wB97M-V/def2-TZVPD" e_tot_ha=-1261.20640 homo_energy_ev=-8.16 de_lowest_ev=1.0156 spin_multiplicity=1
C -1.2417 -1.6404 -2.6532 -0.3 0.0 0.1
C -2.4482 -1.4641 -1.7382 0.2 0.1 -0.2
N -2.0441 -1.2599 -0.3616 -0.1 -0.3 0.1
C -1.5026 -2.4362 0.2966 0.2 -0.1 0.1
C -1.4603 -2.0317 1.7646 -0.1 -0.1 -0.1
C -2.7202 -1.1745 1.9305 0.0 -0.1 -0.1
C -3.0929 -0.7192 0.5050 -0.1 0.3 0.1
C -3.1214 0.8076 0.3587 -0.4 -0.1 -0.1
N -1.7560 1.2687 0.3666 0.4 0.0 -0.1
C -1.4371 2.5619 0.2316 -0.2 0.1 0.1
S -2.5659 3.7718 0.2363 -0.4 0.4 0.0
N -0.1213 2.9067 0.0670 0.1 0.2 -0.1
C 1.0247 2.1363 0.1563 0.5 -0.4 0.0
C 1.1180 1.0047 0.9718 -0.1 0.1 0.0
C 2.2843 0.2749 1.0057 0.3 0.0 -0.2
C 3.4006 0.6456 0.2519 -0.6 0.1 0.2
C 4.6084 -0.2059 0.3372 0.3 -0.1 -0.1
C 5.8448 0.2771 -0.3825 0.1 -0.3 0.1
O 4.6034 -1.2469 0.9592 0.0 0.1 0.0
C 3.3186 1.8033 -0.5242 0.1 -0.2 0.2
C 2.1530 2.5351 -0.5687 -0.3 0.1 0.0
H -1.5663 -1.6570 -3.6903 0.0 0.0 -0.1
H -0.5461 -0.8154 -2.5178 0.1 0.1 0.0
H -0.7215 -2.5706 -2.4422 0.1 -0.1 0.0
H -3.0055 -0.5796 -2.0567 0.0 -0.1 0.0
H -3.1176 -2.3378 -1.8338 0.0 0.1 0.1
H -0.5129 -2.6679 -0.0989 0.0 -0.1 0.0
H -2.1537 -3.3154 0.1531 0.0 0.0 0.0
H -1.4515 -2.8936 2.4281 0.1 0.0 0.0
H -0.5649 -1.4419 1.9569 0.1 0.0 0.0
H -2.5395 -0.3215 2.5817 -0.1 0.0 0.1
H -3.5318 -1.7598 2.3606 0.0 0.0 0.0
H -4.0849 -1.1125 0.2313 0.1 0.0 0.0
H -3.6733 1.2708 1.1805 0.0 -0.1 -0.1
H -3.6191 1.1033 -0.5746 0.0 0.0 0.1
H -1.1190 0.5419 0.0458 0.0 0.1 0.0
H 0.0020 3.8708 -0.2154 -0.2 -0.2 0.1
H 0.2930 0.7312 1.6091 -0.1 0.0 0.0
H 2.3645 -0.6012 1.6320 0.0 -0.1 0.1
H 6.1273 1.2649 -0.0256 0.0 0.1 0.0
H 5.6561 0.3320 -1.4526 0.0 0.1 -0.1
H 6.6589 -0.4196 -0.1997 0.0 0.0 0.0
H 4.1632 2.1359 -1.1067 0.1 0.0 -0.1
H 2.0986 3.4278 -1.1754 0.0 0.1 -0.1

18
Properties=species:S:1:pos:R:3:forces:R:3 method="wB97M-V/def2-TZVPD" e_tot_ha=-360.38549 total_charge=+1 homo_energy_ev=-12.73 de_lowest_ev=5.1597 spin_multiplicity=1
C -1.2110 -0.8018 -0.6937 0.9 1.6 4.2
N -0.6365 -0.6809 -1.7576 1.6 -0.7 -3.4
C 0.7114 -0.1378 -1.9476 -2.6 -1.8 -2.1
N 1.4692 -0.2904 -0.6820 -1.0 -1.1 -1.7
C 0.9232 0.5137 0.3887 -0.8 3.1 -0.6
C -0.3944 -0.0283 0.8051 -2.3 -2.0 -3.9
C -1.3966 0.6638 1.6199 0.8 1.5 1.5
N -0.8414 -0.6346 1.9299 -1.9 -0.7 0.9
H -2.2441 -1.2146 -0.6862 0.7 0.3 0.7
H 1.1396 -0.6067 -2.9311 -0.1 0.5 2.4
H 0.3933 0.8342 -2.2189 1.0 1.8 0.1
H 2.4172 -0.0491 -0.9069 1.0 -0.6 0.5
H 1.1950 -1.2650 -0.4345 1.5 0.1 -0.1
H 0.6638 1.5068 -0.0863 0.6 -0.8 0.6
H 1.7287 0.6848 1.0812 -0.1 -0.1 0.9
H -0.9946 1.5443 2.1750 -0.2 -0.7 -0.3
H -2.4574 0.7456 1.5266 -0.5 -0.2 -0.9
H -0.4654 -0.7841 2.8184 1.5 -0.2 1.1